# C20H26N2O4S

One molecule with the formula C20H26N2O4S at a distorted geometry (ωB97M-V with the def2-TZVPD basis set, the Open Molecules 2025 dataset).

```
53
C20H26N2O4S ωB97M-V with the def2-TZVPD basis set
C 2.05 3.35 0.60
C -0.42 0.13 -1.93
H -2.37 0.60 -2.70
C -1.41 1.10 -2.58
C -1.88 4.68 -0.28
C -1.80 -1.36 -0.52
H -2.08 -1.47 0.53
C -2.75 3.62 -0.10
C 1.16 4.05 1.40
C -0.85 4.57 -1.19
H -0.29 -0.75 -2.57
N -0.48 -3.36 -0.18
H 1.34 5.09 1.62
C 0.69 1.40 0.83
H 2.09 -3.34 -0.19
C -0.69 3.41 -1.93
C 1.91 -4.85 1.35
H 0.11 3.33 -2.64
H -1.03 1.34 -3.58
O 1.57 -0.92 -0.01
C 0.03 3.43 1.92
C -1.17 -2.64 -1.07
H 0.55 0.61 -1.81
H 2.92 3.84 0.20
H -0.13 -5.42 -0.22
H 2.41 -5.00 -0.73
C -1.57 2.35 -1.77
H 1.48 -5.86 1.45
H 2.21 -2.27 1.89
H -0.36 -3.05 0.77
H -0.16 5.39 -1.33
H 2.97 -4.91 1.62
H -2.01 5.59 0.29
H -3.29 1.64 -0.71
H 2.50 1.43 -0.28
C 1.77 -4.38 -0.10
C 1.93 -2.93 2.72
O -0.18 -0.91 1.71
H 1.27 -2.39 3.39
H 2.84 -3.24 3.25
C 0.32 -4.49 -0.60
C -0.21 2.09 1.63
H -0.65 3.98 2.54
H -3.56 3.69 0.61
C 1.81 2.01 0.32
H 0.29 -4.51 -1.69
C -2.60 2.46 -0.84
O -1.26 -2.93 -2.25
S 0.37 -0.33 0.53
H -1.07 1.57 2.02
O 1.21 -4.05 2.28
H -2.68 -1.11 -1.12
N -0.86 -0.26 -0.60
```

Properties
SMILES = COCCCNC(=O)CN(CCc1ccccc1)S(=O)(=O)c1ccccc1
HOMO = -9.01 eV
E = -1586.36946 Ha
LUMO = 0.56 eV
HOMO-LUMO gap = 9.57 eV
Total charge = 0
Largest force on an atom = 1.01 eV/Å
Energy relative to the best compared isomer or geometry (same formula, charge and spin) = 263.1 kJ/mol

=====

# C20H48O14V

C20H48O14V as an isolated structure at a distorted geometry (ωB97M-V with the def2-TZVPD basis set, the Open Molecules 2025 dataset).

```
83
C20H48O14V ωB97M-V with the def2-TZVPD basis set
H 1.75 -0.92 -4.94
O -0.69 0.32 3.29
H -2.91 3.05 1.73
O 1.18 3.05 2.37
H 5.80 -1.27 1.96
C -0.43 -4.67 3.65
H -3.41 2.48 -0.64
H -4.65 3.45 -0.29
H -3.24 -1.17 -4.81
H 6.67 0.12 2.65
O 0.03 4.24 3.84
C 1.52 -0.89 -3.87
O -2.31 1.42 4.44
H 7.16 1.72 0.47
H 0.42 -3.16 -4.29
O 0.18 -2.37 3.95
H -6.37 3.05 1.83
C -5.92 2.05 1.78
H -6.63 1.34 1.35
H 2.60 -2.66 -3.61
O -1.54 -0.53 5.19
H 6.98 0.17 -0.37
C 0.10 3.69 2.68
H 3.48 0.18 0.29
C 5.28 0.60 0.95
C -1.59 0.40 4.30
C -4.50 2.05 1.26
H 1.25 3.20 -3.68
H 0.13 -3.58 0.83
C 5.74 -0.20 2.18
H 2.65 0.82 -1.38
H 1.23 -1.35 -1.29
H 3.08 1.93 -2.72
H -0.72 -2.34 4.31
H -3.31 -3.32 -2.43
C 0.26 -3.44 3.03
H -1.85 -1.60 -3.84
O -3.85 3.06 2.00
C -3.71 -1.42 -2.66
O 4.38 -0.16 0.16
H -3.61 -1.68 -0.50
C 6.43 1.00 0.06
H 6.02 1.60 -0.76
C 1.09 2.22 -1.88
O -1.00 3.32 2.14
H -0.25 -1.96 1.50
H -2.88 -0.16 -1.06
C 1.93 -2.10 -1.68
H 1.54 4.32 -2.26
H -5.80 1.76 2.83
H -2.55 0.01 -3.90
O 0.66 2.58 -0.54
H 0.45 1.43 -2.23
H -0.13 3.73 -2.79
H 3.12 2.51 -1.09
O 0.80 0.09 1.01
H 1.31 3.23 -0.23
H 2.21 -0.17 -3.44
H 2.94 -1.87 -1.36
V -0.19 1.23 1.53
O -4.02 -2.81 -2.84
H -4.64 -0.86 -2.61
H -2.10 -1.75 -1.33
H -1.40 -4.42 4.10
C -3.05 -1.20 -1.31
C 0.93 3.52 -2.67
H 4.92 -0.08 2.90
H 0.21 -5.16 4.39
H 1.31 -3.71 2.91
O 0.51 -3.05 -3.34
H 0.53 -0.45 -3.70
H -4.08 1.07 1.51
C -2.79 -1.06 -3.82
H -0.62 -5.44 2.89
C 2.57 1.84 -1.75
H 1.65 -3.05 -1.24
H -5.02 1.73 -0.89
H -1.40 -3.22 1.65
O -1.46 1.11 0.61
C -0.32 -3.03 1.67
C 1.68 -2.24 -3.19
H 4.72 1.48 1.31
C -4.42 2.37 -0.24
```

Properties
HOMO = 2.47 eV
E = -2788.11250 Ha
LUMO = 5.44 eV
HOMO-LUMO gap = 2.98 eV
Total charge = -3
Largest force on an atom = 6.08 eV/Å
Energy relative to the best compared isomer or geometry (same formula, charge and spin) = 32.8 kJ/mol

=====

# C3H6N4O

C3H6N4O as an isolated structure at a distorted geometry (ωB97M-V with the def2-TZVPD basis set, the Open Molecules 2025 dataset).

```
14
C3H6N4O ωB97M-V with the def2-TZVPD basis set
H -2.75 -1.92 -0.63
N 1.61 1.35 -0.19
C -2.54 -0.73 -0.30
H 3.42 -0.83 0.60
N -1.20 1.22 -0.18
H -0.28 1.91 0.01
H 2.81 1.15 0.29
C -1.03 -0.13 -0.52
H -2.21 1.43 0.16
H 2.14 -1.96 0.60
C 1.27 0.04 -0.19
N 2.26 -0.82 0.32
O -3.52 0.09 0.52
N 0.03 -0.80 -0.51
```

Properties
HOMO = -9.28 eV
E = -411.91211 Ha
LUMO = -1.45 eV
HOMO-LUMO gap = 7.83 eV
Total charge = 0
Largest force on an atom = 10.71 eV/Å
Energy relative to the best compared isomer or geometry (same formula, charge and spin) = 779.3 kJ/mol

=====

# C26H70Cl4N6O6

A 8-piece molecular cluster, C26H70Cl4N6O6 overall at a distorted geometry (ωB97M-V with the def2-TZVPD basis set, the Open Molecules 2025 dataset).

```
112
C26H70Cl4N6O6 ωB97M-V with the def2-TZVPD basis set
H -1.94 -1.65 3.09
O 4.66 -4.25 2.36
H 5.64 5.49 0.50
H 3.48 5.79 -0.30
H -1.69 -2.28 0.72
H -1.35 1.45 -6.40
Cl 1.83 -0.80 3.95
H -0.98 -3.16 -2.98
H -5.53 -6.16 -2.55
N 3.08 4.33 -3.38
H -0.20 6.81 -4.91
H 5.90 6.97 -0.45
H 1.06 5.83 -4.63
H -2.73 -0.45 2.19
H 0.77 -1.15 1.52
H -1.83 -3.69 2.54
C -0.90 1.13 5.53
O -3.50 2.38 5.59
H 0.35 1.03 -1.65
H 2.08 2.64 -1.72
H -0.80 4.33 4.66
N -0.74 3.52 5.27
H 6.63 -4.10 2.44
C -2.24 5.33 -4.32
H -0.83 3.02 -3.26
C 2.82 4.57 -1.96
H -1.53 -5.38 2.71
H 2.67 -5.54 3.24
H 6.94 5.64 -0.73
H 3.34 5.20 -3.83
H 0.50 -2.31 0.43
H 0.69 3.43 -4.18
H -2.51 6.30 -3.90
H -1.37 3.74 6.04
C -0.78 5.05 -3.98
H -1.24 0.58 -2.41
Cl -3.85 -4.90 3.06
O -4.15 -5.09 -3.65
H -1.08 -0.11 2.81
N -1.37 -5.32 -4.64
H -6.23 -4.96 -3.54
H -2.04 -4.82 -5.23
H -1.22 1.36 6.55
H 1.31 -4.40 0.71
H -2.18 -3.64 -1.77
H -0.41 1.11 -4.96
H 3.90 3.73 -3.41
H -2.14 0.06 -0.29
H -0.56 5.38 -2.96
H 1.17 -3.97 4.16
H -3.15 1.49 3.81
C -1.21 1.74 -5.35
C -0.23 0.24 -2.12
C -2.25 -4.67 2.31
C 5.80 -3.44 2.71
H -3.16 -6.90 -3.53
C -5.41 -5.68 -3.53
C 2.01 -5.10 1.17
H 1.39 -6.00 1.19
H -5.36 2.51 6.32
H -3.31 -6.05 -2.00
H -0.78 2.18 3.68
C -3.13 -5.91 -3.08
H 5.78 -3.24 3.78
O -0.49 -0.77 -1.14
C -0.39 3.57 -4.10
C -1.92 -3.69 -2.83
C 3.69 5.67 -1.37
N 0.08 5.84 -4.88
H 0.71 -3.52 2.68
C 3.08 0.28 3.34
H 2.77 1.28 3.64
C -4.89 2.41 5.36
H -2.20 1.53 -4.92
H -5.16 1.53 4.74
H -2.45 5.33 -5.39
H -1.11 -5.63 -2.56
C -1.80 -5.14 -3.24
H -2.70 -3.17 -3.38
C -2.76 2.35 4.37
H -0.65 0.56 0.52
H 1.78 4.89 -1.87
C 2.35 -4.71 2.60
H -0.51 -4.79 -4.74
C -1.28 2.30 4.65
C -1.17 -1.38 1.06
C -1.13 -0.28 -0.01
H -3.02 3.26 3.81
Cl 3.12 0.30 1.54
H -2.86 4.55 -3.89
H -1.37 0.20 5.19
C 2.84 3.23 -1.21
H 5.80 -2.55 2.07
H 3.49 -3.39 3.80
Cl -2.36 -4.91 0.57
C 5.90 5.88 -0.49
O -0.98 3.14 -5.35
H -5.15 3.18 4.62
H 2.85 -5.31 0.51
H 4.08 0.10 3.70
H 2.56 3.42 -0.18
H -5.65 -6.38 -4.33
H 0.16 0.88 5.51
O 5.06 5.21 -1.40
H 3.70 6.60 -1.92
N 1.05 -4.33 3.21
C 3.43 -3.64 2.73
H 0.11 -0.25 -3.03
N 0.17 -1.94 1.32
C -1.73 -0.86 2.37
H 3.79 2.69 -1.25
H 3.27 -2.73 2.13
```

Properties
SMILES = COC[C@H](C)N.COC[C@H](C)N.COC[C@H](C)N.COC[C@H](C)N.COC[C@H](C)N.COC[C@H](C)N.ClCCl.ClCCl
HOMO = -8.91 eV
E = -3653.20393 Ha
LUMO = 0.19 eV
HOMO-LUMO gap = 9.10 eV
Total charge = 0
Largest force on an atom = 2.21 eV/Å
Energy relative to the best compared isomer or geometry (same formula, charge and spin) = 102.3 kJ/mol

=====

# C5H8O

One molecule with the formula C5H8O (ωB97M-V with the def2-TZVPD basis set, the Open Molecules 2025 dataset).

```
14
C5H8O ωB97M-V with the def2-TZVPD basis set
H -2.27 2.00 0.05
C 2.43 0.82 0.11
H -0.17 -0.23 1.44
O -1.87 1.30 0.58
C 1.76 -0.14 -0.14
H -1.89 -0.02 -1.03
H -0.43 0.99 -0.88
H 0.50 -1.39 -1.30
C -1.19 0.43 -0.31
H 3.00 1.69 0.34
C 0.73 -1.18 -0.25
H 1.09 -2.13 0.18
H -1.21 -1.47 0.73
C -0.51 -0.66 0.49
```

Properties
SMILES = C#CCCCO
HOMO = -9.96 eV
E = -270.47426 Ha
LUMO = 0.99 eV
HOMO-LUMO gap = 10.94 eV
Total charge = 0
Largest force on an atom = 0.57 eV/Å
Energy relative to the best compared isomer or geometry (same formula, charge and spin) = 219.6 kJ/mol

=====

# C22H25FN4O4

One molecule with the formula C22H25FN4O4 (ωB97M-V with the def2-TZVPD basis set, the Open Molecules 2025 dataset).

```
56
C22H25FN4O4 ωB97M-V with the def2-TZVPD basis set
C -1.70 0.66 6.65
C 1.16 2.11 -4.17
C -0.08 -0.78 3.66
C -1.04 0.69 5.42
H 0.96 -1.79 1.73
H -0.96 -1.38 5.33
H 2.07 2.57 -3.81
H 0.69 0.08 -0.40
N 0.70 -2.58 2.32
H 0.43 -4.66 -0.30
H -1.72 4.90 -5.25
C -0.20 0.17 -4.48
H -0.86 -3.64 0.36
O -1.93 2.96 -5.97
H -0.91 4.56 -6.81
H -1.94 -0.29 7.11
C 1.98 -2.78 -1.11
C 0.22 -3.75 0.27
N 1.71 -0.57 -2.09
H 0.42 3.94 -4.96
H -0.20 0.25 -1.93
C 0.81 -3.86 1.69
O 0.33 0.02 2.84
H -0.87 4.04 5.00
C 0.47 -0.39 -1.37
F -2.10 4.19 7.27
N -0.70 -0.53 4.83
O 3.10 -0.26 -3.83
H 1.87 -4.15 1.64
C -2.06 1.84 7.28
C -0.94 2.30 -5.32
C -1.09 3.09 5.45
H 2.93 -0.96 -0.45
H 3.52 -1.55 -2.03
H -2.57 1.83 8.22
O -0.45 -3.09 4.23
C -1.14 0.93 -5.14
C 2.02 -0.07 -3.31
C -0.17 -1.75 -1.11
H 2.66 -3.40 -0.53
H -0.44 -2.22 -2.07
H -1.08 -1.61 -0.52
H -2.04 0.49 -5.54
H -2.68 4.65 -6.73
C 0.22 2.89 -4.83
H 0.27 -4.60 2.29
C 0.03 -2.30 3.44
C 0.96 0.75 -3.97
C -1.75 3.04 6.66
H -0.37 -0.89 -4.36
C -0.74 1.91 4.83
N 0.77 -2.56 -0.35
C -1.79 4.35 -6.20
C 2.64 -1.43 -1.40
H 1.77 -3.30 -2.07
H -0.22 1.92 3.88
```

Properties
SMILES = COc1ccc(C(=O)N2CCN(CCNC(=O)C(=O)Nc3ccc(F)cc3)CC2)cc1
HOMO = -8.64 eV
E = -1473.23862 Ha
LUMO = 0.60 eV
HOMO-LUMO gap = 9.24 eV
Total charge = 0
Largest force on an atom = 0.71 eV/Å
Energy relative to the best compared isomer or geometry (same formula, charge and spin) = 90.6 kJ/mol

=====

# C4H6O2

One molecule with the formula C4H6O2 at a distorted geometry (ωB97M-V with the def2-TZVPD basis set, the Open Molecules 2025 dataset).

```
12
C4H6O2 ωB97M-V with the def2-TZVPD basis set
H -0.70 -0.20 -2.22
C 0.76 0.42 0.69
H -0.68 -1.57 -1.05
H 1.41 -0.09 1.39
H -0.93 -0.60 1.56
O -1.38 0.27 -0.30
H 1.12 1.46 0.61
C -0.72 0.31 0.97
C -0.53 -0.50 -1.17
C 0.91 -0.19 -0.70
H -1.17 1.15 1.51
O 1.91 -0.44 -1.29
```

Properties
SMILES = O=C1CCOC1
HOMO = -9.58 eV
E = -306.47258 Ha
LUMO = 0.91 eV
HOMO-LUMO gap = 10.49 eV
Total charge = 0
Largest force on an atom = 1.16 eV/Å
Energy relative to the best compared isomer or geometry (same formula, charge and spin) = 88.5 kJ/mol

=====

# C57H54N2P2PdS2

C57H54N2P2PdS2 as an isolated structure at a distorted geometry (ωB97M-V with the def2-TZVPD basis set, the Open Molecules 2025 dataset).

```
118
C57H54N2P2PdS2 ωB97M-V with the def2-TZVPD basis set
H 0.54 3.29 -2.52
H 3.12 2.82 5.73
H 1.52 -1.92 3.78
C -6.36 2.56 -3.32
H 4.36 -0.47 -0.86
C -3.10 -0.40 0.59
H 4.83 3.00 -3.10
C 1.16 -3.49 -1.98
H -5.90 0.03 -2.81
C 1.69 2.56 -0.86
C -0.87 5.21 1.06
H -3.64 -1.55 6.18
H -3.68 -0.24 -2.19
H -1.99 2.21 -4.76
H 0.16 -2.69 1.78
Pd 1.35 -0.30 1.62
C 4.65 0.35 1.12
H 4.05 -2.18 3.59
C -1.86 -6.38 -0.82
H 3.57 5.78 2.62
H -1.88 -4.92 -4.44
H 3.38 5.22 5.04
C -1.31 -0.32 -0.97
C 7.21 -0.76 1.00
C -3.10 -1.09 5.35
H 2.91 1.04 4.00
H 5.06 -3.17 1.53
C 6.33 -0.91 -0.08
C 3.33 4.43 4.29
C -0.10 3.32 2.38
H -3.30 -3.09 -1.52
P -0.79 0.65 1.73
S -1.18 -2.19 -3.28
H -3.51 -7.63 -1.44
H 5.17 0.93 3.15
C 3.43 4.75 2.93
C 1.54 3.01 -2.17
C 1.22 -2.48 1.64
H -0.80 6.27 0.79
C -2.87 0.29 5.32
H -3.66 -6.54 -3.71
C -1.53 -0.23 -3.97
H -0.13 -5.23 -0.53
H 6.65 -1.40 -1.00
H -3.73 0.12 1.32
C -0.98 -4.80 -2.48
C 2.92 2.01 -0.47
H 0.60 5.36 2.64
H -4.49 -2.01 0.50
C 3.98 -2.95 1.57
H 3.40 4.02 0.90
C -2.69 1.87 -3.96
C 3.34 3.76 1.95
H -1.58 -2.01 2.46
C 1.84 -2.96 0.42
N -5.08 1.86 -3.32
H 5.06 2.03 -0.84
H -2.57 2.37 0.23
H -6.19 3.64 -3.19
H -4.38 2.37 -5.26
C 6.78 -0.13 2.17
C -2.65 -1.92 4.32
H -6.92 2.42 -4.26
H -7.00 2.20 -2.49
C -1.92 -5.28 -3.40
H -4.04 3.51 -3.94
C 0.98 -3.31 -0.67
S -0.13 0.47 -4.43
C -2.16 0.85 4.25
C -2.96 -2.14 -1.08
C 5.50 0.42 2.24
C 3.16 3.09 4.68
C 3.17 2.43 2.35
H 0.87 2.64 -0.13
H 7.44 -0.02 3.03
C -1.71 4.35 0.36
H 2.15 -3.44 -2.43
H 3.68 -3.59 -0.48
C -1.95 -1.35 3.25
H -3.87 -1.37 -3.57
H -0.04 -3.41 -0.30
C -5.18 0.43 -3.53
C -4.08 2.45 -4.19
C 5.05 -0.37 -0.02
H -3.19 0.92 6.17
H -1.81 -6.82 0.17
H -0.95 -2.30 -0.98
C -2.86 -6.25 -3.02
C -0.05 -3.63 -2.88
H -0.58 0.30 -1.52
H -2.27 4.70 -0.51
C -3.87 -0.30 -3.27
C 3.21 -3.17 0.41
C 3.41 -2.43 2.73
H -1.98 1.93 4.24
C -2.82 -6.82 -1.73
C -1.71 0.03 3.19
H 0.59 2.94 3.13
H -5.54 0.17 -4.53
C -1.83 3.01 0.71
C -0.08 4.69 2.09
C 3.93 2.83 -2.50
C 2.01 -2.16 2.81
C -0.95 2.45 1.66
C -0.91 -5.44 -1.24
H -2.81 -3.00 4.34
P 3.02 1.14 1.10
N -2.73 0.37 -3.93
C 3.08 2.08 3.71
H -2.34 2.27 -2.99
C -3.60 -1.57 0.00
C -1.77 -0.01 0.31
C -1.64 -1.64 -1.52
C 4.07 2.26 -1.24
C 2.66 3.15 -3.00
H 0.27 -3.80 -3.94
H 8.23 -1.14 0.92
H 2.54 3.52 -4.02
```

Properties
HOMO = -5.41 eV
E = -3920.64768 Ha
LUMO = -1.56 eV
HOMO-LUMO gap = 3.85 eV
Total charge = 0
Largest force on an atom = 3.10 eV/Å